Record 1
Entry from the OMol25 dataset: one molecule with the formula C8H18N3PSi in a non-equilibrium geometry (ωB97M-V/def2-TZVPD).

Values from the calculation:
- Kohn-Sham gap (eV) = 9.62
- 2S+1 = 1
- maximum force (eV/A) = 3.77
- highest occupied orbital energy (eV) = -8.86
- SMILES = CC(C)(C)c1nn([Si](C)(C)C)np1

Geometry (Å):
C1 2.2623 0.1779 1.6805
C2 2.5360 -0.0658 0.2414
C3 3.7607 0.7443 -0.3111
C4 2.6096 -1.5990 -0.1619
C5 1.3584 0.4930 -0.3337
N1 0.2191 -0.0432 -0.0217
N2 -0.7602 0.6094 -0.5335
Si1 -2.5310 0.0843 -0.3549
C6 -2.7016 -1.6108 -1.1823
C7 -3.5510 1.5473 -0.8394
C8 -2.7076 -0.3549 1.4644
N3 -0.5128 1.7495 -1.2472
P1 1.0650 2.0092 -1.2602
H1 3.1628 0.2637 2.2444
H2 1.8436 1.1897 1.8313
H3 1.7263 -0.5634 2.1928
H4 4.6439 0.5478 0.3956
H5 3.5736 1.9437 -0.3401
H6 3.8825 0.4460 -1.3643
H7 3.4149 -2.2243 0.3528
H8 2.7854 -1.6319 -1.2491
H9 1.6342 -2.0034 0.1502
H10 -1.9988 -2.2541 -0.5676
H11 -3.6815 -2.0728 -1.3308
H12 -2.1206 -1.5718 -2.1825
H13 -2.8590 2.2439 -1.4762
H14 -4.4276 1.2033 -1.3772
H15 -4.0029 2.2716 -0.0624
H16 -2.5188 0.4462 2.1769
H17 -3.7512 -0.6641 1.8004
H18 -2.3539 -1.3113 1.6653



Record 2
Entry from the OMol25 dataset: a 4-piece molecular cluster, H8O4 overall in a non-equilibrium geometry (ωB97M-V/def2-TZVPD).

Values from the calculation:
- Kohn-Sham gap (eV) = 11.14
- 2S+1 = 1
- maximum force (eV/A) = 3.44
- highest occupied orbital energy (eV) = -10.64
- SMILES = O.O.O.O

Geometry (Å):
O1 0.2915 2.3902 -0.5959
H1 0.7245 3.0812 -1.0739
H2 0.0045 2.8252 0.1651
O2 -0.8595 -0.2218 -0.8299
H3 -0.4025 -0.9198 -1.2399
H4 -0.3035 0.5212 -1.0189
O3 -1.9115 0.0432 1.8171
H5 -1.4065 -0.2528 1.1001
H6 -1.6395 -0.4438 2.6271
O4 1.7785 -2.2628 0.0541
H7 1.7185 -3.1178 -0.4289
H8 2.0055 -1.6418 -0.5759



Record 3
Entry from the OMol25 dataset: one molecule with the formula C6H8N2 in a non-equilibrium geometry (ωB97M-V/def2-TZVPD).

Values from the calculation:
- Kohn-Sham gap (spin up / spin down) (eV) = 7.72 / 7.73
- 2S+1 = 1
- maximum force (eV/A) = 4.67
- highest occupied orbital energy (spin up / spin down) (eV) = -7.68 / -7.68

Geometry (Å):
C1 -0.8746 -0.6633 2.1949
C2 0.9530 0.7210 1.6812
C3 -0.0620 0.0239 1.1571
C4 0.3107 1.1026 -1.5415
C5 0.8933 -0.2488 -1.2128
C6 -0.2351 -0.4235 -0.2300
N1 -1.6146 -1.0924 2.9649
N2 -1.3853 -1.1708 -0.5649
H1 1.7098 1.2710 0.9958
H2 0.9239 0.9155 2.6749
H3 0.5847 2.0315 -1.0032
H4 -0.2938 1.1715 -2.4049
H5 0.9178 -1.0082 -1.9037
H6 1.8822 -0.2898 -0.9035
H7 -1.4616 -1.7969 -1.4390
H8 -2.2483 -0.5434 -0.4655



Record 4
Entry from the OMol25 dataset: one molecule with the formula C7H12O in a non-equilibrium geometry (ωB97M-V/def2-TZVPD).

Values from the calculation:
- Kohn-Sham gap (eV) = 9.15
- 2S+1 = 1
- maximum force (eV/A) = 1.53
- highest occupied orbital energy (eV) = -8.27
- SMILES = CCC/C=C/C=C/O

Geometry (Å):
C1 1.6927 -0.8586 1.9522
C2 1.7629 0.5065 1.2827
C3 1.9162 0.3687 -0.2319
C4 0.6193 0.0845 -0.9683
C5 -0.6175 0.0345 -0.4923
C6 -1.8135 -0.2503 -1.2833
C7 -2.9699 0.3631 -1.1387
O1 -3.9754 0.2012 -2.0648
H1 2.0160 -1.7336 1.3625
H2 0.6627 -1.1842 2.1171
H3 2.3068 -0.9610 2.8483
H4 2.4477 1.2562 1.6905
H5 0.8135 0.9495 1.6049
H6 2.5265 -0.5069 -0.4452
H7 2.3221 1.2851 -0.6742
H8 0.7930 -0.1126 -2.0271
H9 -0.7697 0.3364 0.5395
H10 -1.6802 -0.9173 -2.1329
H11 -3.2291 1.0188 -0.3171
H12 -4.8241 0.1200 -1.6220



Record 5
Entry from the OMol25 dataset: C29H37Br4N11O4Sr as an isolated structure in a non-equilibrium geometry (ωB97M-V/def2-TZVPD).

Values from the calculation:
- Kohn-Sham gap (eV) = 6.30
- 2S+1 = 1
- maximum force (eV/A) = 3.30
- highest occupied orbital energy (eV) = -6.38

Geometry (Å):
Sr1 1.2409 -0.1260 0.4491
O1 -0.1759 3.7257 0.5602
C1 0.4354 4.1563 1.6950
C2 0.7425 5.5083 1.7955
C3 1.4001 5.9810 2.9169
C4 1.7656 5.1112 3.9432
C5 1.4557 3.7680 3.8314
C6 0.7731 3.2712 2.7215
C7 0.4389 1.8137 2.6270
O2 -0.1255 1.3697 1.5409
N1 0.8051 1.0637 3.6326
N2 0.6257 -0.3221 3.4354
C8 -0.5477 -0.7576 3.2618
C9 -0.8039 -2.1911 2.9496
C10 0.1222 -3.2009 3.1656
C11 -0.2015 -4.4825 2.7732
C12 -1.4396 -4.7226 2.1841
C13 -2.2981 -3.6563 2.0054
N3 -1.9935 -2.3984 2.3686
H1 -0.1705 2.7398 0.6251
H2 0.4816 6.1624 0.9718
H3 1.6493 7.0343 2.9829
H4 2.2965 5.4787 4.8127
H5 1.7374 3.0661 4.6069
H6 -1.4234 -0.1120 3.2594
H7 1.0735 -2.9528 3.6197
H8 0.5015 -5.2931 2.9248
H9 -1.7341 -5.7171 1.8724
H10 -3.2746 -3.8085 1.5555
N4 -3.3055 2.5733 0.7276
C14 -3.9701 2.3424 -0.5614
C15 -3.0549 2.5929 -1.7714
C16 -2.0583 1.5022 -2.1746
N5 -0.8145 1.5131 -1.4081
C17 -2.6464 0.1107 -1.9982
C18 -3.3346 -0.0468 -0.6484
N6 -2.3598 0.2580 0.4849
C19 -4.4871 0.9194 -0.5281
H11 -2.5438 3.2384 0.6749
H12 -2.6757 1.0572 1.0047
H13 -3.9671 2.8973 1.4198
H14 -4.8295 3.0033 -0.6883
H15 -2.5243 3.5412 -1.6441
H16 -3.7222 2.7301 -2.6278
H17 -1.8574 1.6509 -3.2382
H18 -0.4323 2.4393 -1.2556
H19 -0.0851 0.9474 -1.8534
H20 -1.8479 -0.6252 -2.1342
H21 -3.4064 -0.0840 -2.7590
H22 -3.6826 -1.0682 -0.5209
H23 -1.5290 0.6391 0.0859
H24 -2.1811 -0.5336 1.1240
H25 -5.0495 0.7510 0.3966
H26 -5.1674 0.7352 -1.3638
C20 -1.6155 -3.7389 -1.7715
N7 -0.1690 -3.7556 -1.8228
C21 0.5050 -4.4741 -2.8985
C22 0.5107 -2.9172 -0.9789
N8 -0.0410 -2.1704 -0.0802
N9 1.9037 -2.9877 -1.1468
C23 2.9361 -2.5116 -0.3314
N10 4.1740 -2.7771 -0.8439
N11 2.7214 -1.9506 0.8155
H27 -1.9966 -4.5478 -2.3878
H28 -2.0377 -2.7985 -2.1395
H29 -1.9797 -3.9130 -0.7579
H30 -0.2309 -5.0736 -3.4268
H31 1.2651 -5.1546 -2.5106
H32 0.9630 -3.7944 -3.6220
H33 -1.0341 -2.3532 -0.0417
H34 2.2059 -3.2246 -2.0771
H35 4.2585 -2.9152 -1.8403
H36 4.9291 -2.2534 -0.4335
H37 3.5997 -1.7800 1.3003
Br1 6.7843 2.4415 -2.7063
C24 5.1343 1.5791 -2.4301
C25 4.7281 0.5508 -3.2672
Br2 5.8306 -0.0620 -4.6668
C26 3.4722 -0.0481 -3.0475
Br3 2.8546 -1.4637 -4.1632
C27 2.5992 0.3391 -2.0266
O3 1.4028 -0.1983 -1.8279
C28 3.0658 1.3716 -1.1055
O4 2.3169 1.6861 -0.0772
C29 4.3072 1.9781 -1.3637
Br4 4.8122 3.3236 -0.1536



Record 6
Entry from the OMol25 dataset: a 13-piece molecular cluster, C68H72O21 overall in a non-equilibrium geometry (ωB97M-V/def2-TZVPD).

Values from the calculation:
- Kohn-Sham gap (eV) = 7.56
- 2S+1 = 1
- maximum force (eV/A) = 3.68
- highest occupied orbital energy (eV) = -9.36

Geometry (Å):
C1 -2.2029 0.8418 2.5246
C2 -3.4467 0.9417 2.0571
C3 -4.2280 -0.2270 1.6132
O1 -5.4105 -0.1356 1.3151
C4 -3.5689 -1.5505 1.6755
C5 -2.4085 -1.7096 2.2947
C6 -1.6452 -0.5304 2.8443
O2 -0.5631 -0.7180 3.4144
H1 -1.6499 1.6559 2.8985
H2 -3.9482 1.8951 2.0109
H3 -4.1312 -2.3503 1.2614
H4 -1.9131 -2.5816 2.5046
C7 3.1212 0.1849 -5.2133
C8 3.3016 -0.3143 -3.9762
C9 3.0114 0.4715 -2.7394
O3 3.2303 -0.0646 -1.6441
C10 2.3975 1.7506 -2.8439
C11 2.2748 2.2800 -4.0294
C12 2.5159 1.5293 -5.2768
O4 2.1367 2.0062 -6.3299
H5 3.1573 -0.4898 -6.0661
H6 3.7874 -1.2783 -3.8040
H7 2.0775 2.2496 -1.9192
H8 1.9745 3.2814 -4.0897
C13 0.6454 6.0926 2.5344
C14 -0.5587 5.4623 2.4302
C15 -0.8460 4.4280 1.4557
O5 -1.8830 3.7846 1.4691
C16 0.0745 4.3707 0.3194
C17 1.1831 5.1208 0.3015
C18 1.6340 5.9631 1.4836
O6 2.7990 6.3800 1.4302
H9 0.8901 6.7272 3.4064
H10 -1.2957 5.6647 3.2619
H11 -0.1644 3.7707 -0.5510
H12 1.8996 5.1368 -0.5805
C19 7.0233 -2.0320 2.3327
C20 6.4204 -1.9918 3.4957
C21 5.1322 -1.2731 3.6141
O7 4.5253 -1.3097 4.6681
C22 4.5232 -0.7566 2.3635
C23 5.0840 -0.8297 1.1555
C24 6.4524 -1.4944 1.0650
O8 7.0708 -1.5220 -0.0082
H13 8.0202 -2.4496 2.3001
H14 6.8049 -2.3344 4.4241
H15 3.5066 -0.3608 2.4723
H16 4.6362 -0.4077 0.2565
C25 -5.3417 3.6275 0.1857
C26 -5.5887 2.5735 -0.5636
C27 -6.1975 2.6925 -1.9296
O9 -6.3845 1.7445 -2.6818
C28 -6.6629 3.9806 -2.3594
C29 -6.4396 5.0434 -1.5980
C30 -5.7692 4.9533 -0.3416
O10 -5.5091 6.0026 0.2795
H17 -4.9888 3.5992 1.2212
H18 -5.4064 1.5311 -0.2732
H19 -7.1131 4.1152 -3.3628
H20 -6.7568 6.0676 -1.8525
C31 -2.7720 -4.6968 -0.3006
C32 -1.6307 -5.1425 0.2876
C33 -1.4010 -6.5737 0.4854
O11 -0.5152 -7.0028 1.2110
C34 -2.4074 -7.4914 -0.0559
C35 -3.4676 -7.1124 -0.7625
C36 -3.7762 -5.6478 -0.8853
O12 -4.7849 -5.1721 -1.4662
H21 -2.9340 -3.6415 -0.4721
H22 -0.7941 -4.4711 0.4539
H23 -2.1389 -8.4962 0.1302
H24 -4.1730 -7.7932 -1.2328
C37 -3.0075 1.0942 -4.3848
C38 -4.1046 1.8242 -4.5306
C39 -4.1175 2.9987 -5.4906
O13 -5.2047 3.5309 -5.7157
C40 -2.9018 3.1932 -6.2784
C41 -1.8642 2.3947 -6.1173
C42 -1.7523 1.4312 -5.0400
O14 -0.6467 1.0686 -4.6892
H25 -2.9997 0.2569 -3.7213
H26 -5.0098 1.5946 -3.9711
H27 -2.9528 4.0868 -6.8625
H28 -0.9936 2.5441 -6.7851
C43 3.4838 -5.9500 0.7189
C44 2.3592 -6.2487 0.0316
C45 1.9005 -5.2701 -0.9143
O15 0.9242 -5.4949 -1.5672
C46 2.5185 -3.9268 -1.0970
C47 3.6048 -3.6432 -0.4332
C48 4.1128 -4.6356 0.5576
O16 4.9627 -4.2599 1.3255
H29 3.9446 -6.5542 1.4981
H30 1.6757 -7.0511 0.3083
H31 1.8934 -3.2996 -1.7813
H32 4.0277 -2.6871 -0.4735
C49 2.2257 1.6306 5.1091
C50 0.8505 1.6977 5.7615
C51 0.2803 2.9361 5.1261
O17 0.6000 2.8576 3.7169
C52 1.9894 2.4114 3.7189
H33 2.5729 0.6402 4.8632
H34 2.9279 2.1949 5.6706
H35 0.9031 1.7242 6.8069
H36 0.2666 0.8509 5.4299
H37 0.8159 3.7432 5.5474
H38 -0.7513 2.9612 5.3697
H39 2.6421 3.2542 3.6859
H40 2.1309 1.7635 2.8290
C53 -0.8550 1.3568 -0.9109
C54 0.2435 1.1523 0.1344
C55 0.4362 -0.4124 0.1279
O18 -0.8762 -0.8589 -0.0070
C56 -1.3426 -0.1634 -1.0943
H41 -0.4343 1.7367 -1.8702
H42 -1.6621 2.0262 -0.6253
H43 -0.0775 1.5981 1.1519
H44 1.0880 1.7445 -0.2723
H45 0.8882 -0.7249 1.0982
H46 1.1501 -0.7196 -0.6092
H47 -2.4133 -0.2258 -1.1537
H48 -0.9792 -0.6869 -1.9324
C57 2.1128 -4.0747 3.7463
C58 0.8747 -4.2781 4.5640
C59 -0.1890 -4.3077 3.5184
O19 0.2466 -3.4276 2.4746
C60 1.6544 -3.0692 2.7125
H49 2.2767 -4.9980 3.1731
H50 2.9673 -3.7734 4.3668
H51 0.7351 -3.3733 5.2059
H52 0.8502 -5.1464 5.1997
H53 -1.1550 -3.9504 3.8499
H54 -0.2415 -5.2937 3.0496
H55 1.5822 -2.0746 3.1536
H56 2.3268 -3.1424 1.8287
C61 -5.1681 -2.1435 -4.2462
C62 -5.8480 -1.6612 -2.9239
C63 -4.6598 -1.4625 -1.9530
O20 -3.5592 -2.1933 -2.5485
C64 -4.0268 -2.9602 -3.6284
H57 -4.8206 -1.3098 -4.8747
H58 -5.8507 -2.7847 -4.8768
H59 -6.6119 -2.4142 -2.6182
H60 -6.4601 -0.7500 -3.0531
H61 -4.7761 -1.8564 -0.9340
H62 -4.3347 -0.4677 -1.9510
H63 -4.4745 -3.9349 -3.2325
H64 -3.2227 -3.1377 -4.3291
C65 5.7513 4.6597 0.0976
C66 5.9930 3.1743 0.0346
C67 4.6397 2.7542 -0.4750
O21 4.1949 3.7663 -1.4370
C68 5.0260 4.9377 -1.2195
H65 6.6627 5.3055 0.2125
H66 5.0036 4.9422 0.8330
H67 6.1011 2.7578 1.0316
H68 6.8267 2.9180 -0.6609
H69 3.8263 2.6255 0.2807
H70 4.6325 1.8285 -1.0639
H71 4.4451 5.8290 -1.2034
H72 5.7023 5.0335 -2.0622